Record 1
{"formula": "C5H7NOS", "method": "the ωB97M-V functional and the def2-TZVPD basis", "symbols": ["S", "O", "N", "C", "C", "C", "C", "C", "H", "H", "H", "H", "H", "H", "H"], "coordinates": [[3.015164, -0.392127, -0.213662], [-2.669036, -0.847820, -0.404968], [-0.700293, 0.115641, 0.384304], [1.317390, -0.723366, 0.334708], [1.334193, 0.508257, -0.459580], [-2.058024, 0.231177, -0.131023], [-0.167041, -1.249271, 0.202154], [0.263907, 1.246266, 0.180223], [1.527285, -0.198851, 1.328225], [-0.186688, 1.870710, -0.607115], [-0.441475, -1.931755, 0.905667], [-2.585581, 1.279085, -0.280945], [-0.260499, -1.706017, -0.806894], [1.040328, 0.217591, -1.557782], [0.570368, 1.580484, 1.126683]], "atomic_forces_ev_per_a": [[-1.2, 0.6, -0.8], [1.6, 4.0, 0.9], [-4.5, 0.4, -1.5], [0.7, 0.8, 2.5], [1.7, -3.1, -4.1], [-0.4, -3.0, -0.2], [3.8, 1.9, -2.5], [-1.3, 0.0, -1.4], [-1.3, -1.9, -0.3], [0.1, 0.8, 1.2], [-0.9, -1.6, 2.1], [1.4, -1.8, 0.5], [-0.5, 0.6, 0.5], [0.7, 0.8, 1.9], [0.0, 1.5, 1.1]], "total_charge": 0, "e_homo_ev": -9.1, "smiles": "O=CN1C[C@H]2S[C@@H]2C1", "e_lumo_ev": 0.29, "gap_ev": 9.44}

Record 2
{"formula": "C4H6ClNO2", "method": "the ωB97M-V functional and the def2-TZVPD basis", "symbols": ["Cl", "O", "O", "N", "C", "C", "C", "C", "H", "H", "H", "H", "H", "H"], "coordinates": [[-1.582324, -1.373183, -0.255098], [-1.468771, -1.080406, 2.565372], [-0.431284, 0.499856, 3.641151], [-0.814313, -0.048683, 2.620249], [1.116268, -0.470711, -1.754769], [-0.405839, 0.539111, 1.377699], [-0.597869, -0.026189, 0.177867], [0.018058, 0.458231, -1.077460], [-0.714166, 0.656717, -1.875546], [0.486757, 1.520722, -1.081059], [1.929738, 0.037328, -2.051256], [1.531263, -1.157471, -1.045028], [0.704418, -1.044154, -2.712587], [0.228064, 1.488833, 1.470465]], "atomic_forces_ev_per_a": [[0.0, -0.2, 0.6], [0.2, 0.5, 0.4], [-0.2, -0.1, -0.3], [-0.3, -0.5, 0.2], [-4.0, -2.4, -0.4], [1.3, 1.2, -0.8], [-0.1, 0.1, -0.5], [2.0, 2.6, -2.5], [-0.3, -0.5, 0.6], [-0.6, -1.6, 1.1], [2.6, 2.4, -1.3], [-0.2, -0.8, 0.4], [0.8, 1.1, 2.3], [-1.1, -1.8, 0.0]], "total_charge": 0, "e_homo_ev": -10.5, "smiles": "CC/C(Cl)=C/[N+](=O)[O-]", "e_lumo_ev": -0.59, "gap_ev": 9.96}

Record 3
{"formula": "FHOS", "method": "the ωB97M-V functional and the def2-TZVPD basis", "symbols": ["S", "F", "O", "H"], "coordinates": [[-0.183650, 0.784190, 0.308912], [1.634128, -0.973690, 0.426687], [0.736804, 0.159130, -0.620712], [-2.187282, 0.030371, -0.114888]], "atomic_forces_ev_per_a": [[-4.0, -0.1, 0.1], [-0.4, 0.2, -0.6], [1.4, -1.0, -0.2], [3.0, 0.9, 0.7]], "total_charge": 0, "e_homo_ev": [-10.7, -10.7], "e_lumo_ev": [-2.69, -2.69], "gap_ev": [8.02, 8.02]}